# 1
Density functional theory data (wB97M-V/def2-TZVPD) for a molecular structure, C3H4LiO2 in a non-equilibrium geometry.

```
10
Properties=species:S:1:pos:R:3:mulliken_charge:R:1
O 1.16124 0.83729 1.21616 -0.46
O -0.27734 1.01574 -0.47281 0.04
C 0.77124 1.55015 0.22930 -0.32
C -1.35512 0.24165 0.16621 -0.63
H -1.84284 -0.18970 -0.73281 -0.03
Li 1.24240 0.92648 -1.58930 0.55
C -0.48335 -1.01594 0.89417 -0.89
H -0.45546 -0.95578 1.99402 0.17
H 0.35222 -1.51457 0.35397 0.19
H -1.22988 -1.81719 0.75311 0.39
```

Results
Total charge: -1
Molar mass: 79.0 u
Electronic energy: -7471.50742 eV
Orbital gap: 3.428 eV
2S+1: 1

***

# 2
Density functional theory data (wB97M-V/def2-TZVPD) for 2 unconnected molecules or ions with the total composition C3H7BrO3 in a non-equilibrium geometry.

```
14
Properties=species:S:1:pos:R:3:mulliken_charge:R:1
C 0.32902 1.55728 -0.33271 -1.08
C 0.83234 0.35681 0.43639 -0.29
C -0.45669 -1.66768 -0.02677 0.50
O -0.74160 -1.33668 -1.33186 -0.42
O -1.47677 -1.87112 0.88709 -0.48
O 0.49141 -2.57516 0.22703 -0.50
Br 2.57678 -0.36766 0.00824 -0.21
H 0.05480 1.29068 -1.35696 0.34
H 0.98069 2.34876 -0.35749 0.36
H -0.57657 1.93321 0.07649 0.36
H 0.64739 0.27575 1.54518 0.38
H -0.90637 -0.40323 -1.19865 0.36
H -1.25072 -2.72379 1.31501 0.35
H 1.24639 -2.61694 -0.42719 0.35
```

Results
Total charge: 0
Molar mass: 171.0 u
Electronic energy: -79406.53345 eV
Orbital gap: 8.028 eV
2S+1: 1

***

# 3
Density functional theory data (wB97M-V/def2-TZVPD) for a molecular structure, C14H20F3FeNO4 in a non-equilibrium geometry.

```
43
Properties=species:S:1:pos:R:3:mulliken_spin:R:1
Fe 0.46919 -0.57818 0.56743 3.83
C -0.09922 2.30922 0.08255 0.00
C 1.30843 2.44275 0.68472 0.00
O 1.72513 1.18522 1.25308 0.03
C 1.91759 1.20286 2.68194 0.00
C 1.79670 -0.20306 3.19544 0.00
O 0.49926 -0.64364 2.77124 0.03
C 0.07994 -1.97129 3.11287 0.00
C -1.34489 -2.11098 2.55696 0.00
O -1.53330 -1.20929 1.44961 0.02
C -2.34669 -0.05699 1.76269 -0.01
C -2.10630 0.97756 0.69935 0.01
O -0.69564 1.20273 0.75601 0.02
H -0.67991 3.21754 0.24222 0.00
H -0.04991 2.10810 -0.99100 0.00
H 2.01944 2.71507 -0.09284 0.00
H 1.33034 3.21220 1.45334 0.00
H 2.90487 1.60033 2.92043 0.00
H 1.14936 1.82825 3.13913 0.00
H 2.57512 -0.85460 2.78480 0.00
H 1.86985 -0.19763 4.28396 0.00
H 0.76030 -2.70500 2.66815 0.00
H 0.07879 -2.11289 4.19389 0.00
H -1.50003 -3.12381 2.19079 0.00
H -2.09006 -1.90290 3.32201 0.00
H -3.39852 -0.34197 1.80344 0.00
H -2.03470 0.34768 2.72699 0.00
H -2.38876 0.61398 -0.29168 0.00
H -2.66221 1.88870 0.92323 0.00
F -0.67456 0.70866 -5.96107 0.00
C 0.10433 -0.35341 -5.73699 0.00
F -0.42920 -1.40326 -6.35502 0.00
F 1.30618 -0.11273 -6.24978 0.00
C 0.18109 -0.59971 -4.23885 0.00
C 1.39204 -0.56635 -3.56821 -0.01
C 1.37797 -0.70531 -2.19563 0.00
N 0.23751 -0.87728 -1.49844 0.06
C -0.92461 -0.96184 -2.16574 0.02
C -0.99384 -0.82347 -3.53439 0.00
H 2.32488 -0.42919 -4.09592 0.00
H 2.30400 -0.67750 -1.63235 0.00
H -1.81245 -1.15260 -1.57743 0.00
H -1.94749 -0.88593 -4.04094 0.00
```

Results
Total charge: +2
Molar mass: 379.2 u
Electronic energy: -67046.67577 eV
Orbital gap (spin up / spin down): 10.523 / 9.594 eV
2S+1: 5